No. 1
Formula: C25H19Cl2IPd
Source: the Open Molecules 2025 dataset
Level of theory: the ωB97M-V functional and the def2-TZVPD basis

Output
Total charge: +2
LUMO in eV: -8.58
2S+1: 1
Highest occupied orbital energy in eV: -14.09
HOMO-LUMO gap in eV: 5.51

Last column: natural (NBO) charge in e.
Positions of all 48 atoms, in Å:
Pd 0.21050 -0.22058 0.36816  0.583
I -0.43623 -2.59673 -0.66489  0.371
C 1.36114 -2.57129 -1.73325  -0.158
C 1.68048 -3.55978 -2.61317  -0.212
C 2.94669 -3.53337 -3.23594  -0.180
C 3.84186 -2.54574 -2.94355  -0.150
C 3.52022 -1.50997 -2.03042  -0.057
C 4.44336 -0.48786 -1.70950  -0.145
C 4.11491 0.50101 -0.82803  -0.193
C 2.83180 0.52724 -0.23371  -0.290
C 1.93591 -0.45074 -0.53606  0.016
C 2.23803 -1.51237 -1.42072  -0.097
H 0.99282 -4.36621 -2.83078  0.248
H 3.20119 -4.32014 -3.93216  0.251
H 4.82198 -2.54286 -3.40251  0.243
H 5.42370 -0.51219 -2.16721  0.244
H 4.82180 1.27791 -0.57113  0.247
H 2.59305 1.34033 0.44493  0.235
Cl 1.30921 0.29006 2.70559  0.029
C -0.01350 -0.37483 3.70454  -0.375
Cl -1.42611 -0.70980 2.68793  0.018
H -0.28300 0.36827 4.44534  0.256
H 0.33316 -1.30062 4.14802  0.260
C -4.88753 4.90237 0.16816  -0.152
C -4.51460 4.45976 1.42790  -0.191
C -3.47554 3.55330 1.56219  -0.186
C -2.80657 3.09591 0.42723  -0.023
C -3.18866 3.53529 -0.84189  -0.219
C -4.22636 4.43863 -0.96537  -0.176
C -1.68622 2.16019 0.63794  -0.282
C -0.99639 1.62372 -0.33120  0.300
C -0.34001 1.57192 -1.54401  -0.296
C -0.66878 0.58619 -2.51958  -0.062
C 0.00288 0.56964 -3.71664  -0.243
C 0.99921 1.51826 -3.95428  -0.024
C 1.31816 2.51676 -3.02412  -0.244
C 0.65624 2.55488 -1.82671  -0.016
H -5.69829 5.61062 0.06505  0.242
H -5.03140 4.81923 2.30685  0.242
H -3.18423 3.20714 2.54603  0.219
H -2.68795 3.17593 -1.73256  0.207
H -4.52679 4.78270 -1.94536  0.237
H -1.47893 1.89198 1.66839  0.275
H -1.46223 -0.11706 -2.30750  0.246
H -0.23958 -0.16145 -4.47512  0.257
H 1.53112 1.49838 -4.89758  0.250
H 2.07416 3.25090 -3.26485  0.258
H 0.86403 3.31403 -1.08403  0.238


No. 2
Formula: C33H58N2O11P2S3
Source: the Open Molecules 2025 dataset
Level of theory: the ωB97M-V functional and the def2-TZVPD basis

Output
Structure (SMILES): COCCCCCCCCCCCC1=C(P(N)O)C(=O)C(OC#N)=C(P(C)C)C1=O.O=S1(=O)CCCC1.O=S1(=O)CCCC1.O=S1(=O)CCCC1
Total charge: 0
LUMO in eV: -1.07
2S+1: 1
Highest occupied orbital energy in eV: -8.34
HOMO-LUMO gap in eV: 7.28

Last column: Mulliken charge in e.
Positions of all 109 atoms, in Å:
C 8.14703 -1.96292 3.43992  -0.664
O 6.93116 -1.29886 3.11258  -0.342
C 6.23670 -1.90826 2.01168  -0.213
C 5.90600 -0.84246 0.93574  -0.017
C 4.64853 0.03862 1.22818  -0.219
C 3.38392 -0.74816 1.72727  -0.495
C 2.13693 -0.36967 0.84976  -0.468
C 0.80211 -0.24896 1.66643  -0.704
C -0.33181 0.03534 0.61067  -0.473
C -1.52692 0.86251 1.19554  0.326
C -2.80548 0.00705 1.44610  -1.024
C -4.09448 0.92394 1.42311  -0.285
C -5.26740 0.30078 0.57525  -1.477
C -6.27157 -0.41317 1.52134  -0.076
C -7.09658 0.28970 2.32390  0.896
P -7.03990 2.17643 2.36487  0.317
N -8.14457 2.78107 1.13936  -0.605
O -7.65580 2.72198 3.83510  -0.472
C -8.05431 -0.52824 3.22166  0.269
O -8.37968 -0.05853 4.26822  -0.550
C -8.50455 -1.91628 2.73450  0.443
O -9.74123 -2.45222 3.14242  -0.434
C -9.81432 -2.63283 4.45177  0.452
N -9.75154 -2.61695 5.57326  -0.391
C -7.69701 -2.62543 1.94354  0.355
P -7.94864 -4.31439 1.26882  0.088
C -9.71504 -4.87308 1.35132  -0.965
C -7.54873 -4.31194 -0.56396  -0.950
C -6.35469 -1.95057 1.58420  -0.453
O -5.36950 -2.58161 1.38671  -0.519
H 8.27535 -1.91444 4.54550  0.246
H 8.15694 -3.03939 3.17387  0.304
H 8.98838 -1.39444 2.98306  0.242
H 6.85651 -2.68939 1.51445  0.355
H 5.35273 -2.43267 2.42691  0.176
H 5.86009 -1.30220 -0.07666  -0.375
H 6.78095 -0.14780 0.91458  0.362
H 4.88579 0.88409 1.90922  0.414
H 4.37033 0.51418 0.26076  -0.155
H 3.20618 -0.43965 2.78058  0.287
H 3.50505 -1.84587 1.65049  0.313
H 2.28251 0.59462 0.31893  0.117
H 1.98587 -1.20139 0.12611  0.169
H 0.61867 -1.21165 2.18672  0.174
H 0.90260 0.57768 2.39558  0.435
H -0.69178 -0.91036 0.15217  0.330
H 0.14885 0.65797 -0.17168  0.112
H -1.20312 1.36207 2.13581  0.317
H -1.78275 1.67287 0.47718  -0.344
H -2.71319 -0.50435 2.42736  0.280
H -2.96409 -0.77098 0.66984  0.377
H -4.43222 1.01536 2.47561  0.453
H -3.83967 1.94578 1.08385  0.467
H -4.91245 -0.37046 -0.22548  0.561
H -5.84238 1.14971 0.14616  0.301
H -8.88622 3.32803 1.58592  0.296
H -8.62319 1.96642 0.73779  0.290
H -8.57250 2.38508 3.88000  0.299
H -10.44542 -4.17370 0.89407  0.316
H -9.98023 -4.95322 2.42824  0.268
H -9.84779 -5.89299 0.93718  0.369
H -8.33735 -3.80688 -1.16477  0.328
H -7.48360 -5.36122 -0.92068  0.321
H -6.58320 -3.82153 -0.78391  0.295
O -2.84282 1.62771 -1.94886  -0.436
S -2.65048 2.54956 -3.04102  1.025
O -2.87940 2.16707 -4.41248  -0.742
C -3.56837 4.04248 -2.69033  -0.737
C -2.59170 4.90754 -1.90013  -0.549
C -1.24117 4.77014 -2.61224  -0.677
C -1.01880 3.28046 -2.89017  -0.215
H -4.47355 3.79854 -2.13686  0.411
H -3.82430 4.50653 -3.64354  0.340
H -2.92266 5.94525 -1.85604  0.374
H -2.50769 4.53557 -0.87532  0.239
H -1.27010 5.32085 -3.55626  0.307
H -0.42652 5.18356 -2.01742  0.352
H -0.46743 3.11885 -3.81411  0.392
H -0.50631 2.79119 -2.06204  -0.071
O 5.78408 -3.26445 -0.75217  -0.646
S 6.26901 -2.95542 -2.07208  1.239
O 6.37380 -1.60072 -2.55597  -0.722
C 7.83722 -3.78022 -2.30330  -0.755
C 7.46358 -5.15474 -2.84744  -0.570
C 6.36086 -4.90831 -3.88270  -0.602
C 5.35020 -3.94188 -3.25528  -0.724
H 8.37514 -3.82281 -1.35800  0.355
H 8.40824 -3.20823 -3.03558  0.382
H 8.32514 -5.65865 -3.28546  0.362
H 7.07806 -5.78376 -2.04074  0.293
H 6.79622 -4.45613 -4.77745  0.297
H 5.87874 -5.83720 -4.18772  0.314
H 4.90335 -3.28500 -3.99906  0.349
H 4.56946 -4.47457 -2.71352  0.373
O 4.00032 4.29050 0.59715  -0.664
S 3.93467 4.12137 -0.83210  1.163
O 2.68030 3.95360 -1.52818  -0.610
C 4.85230 5.44816 -1.60266  -0.744
C 6.27838 4.91664 -1.69292  -0.613
C 6.15189 3.45962 -2.15287  -0.784
C 5.05558 2.80526 -1.30601  -0.295
H 4.76609 6.35286 -1.00388  0.402
H 4.42997 5.61207 -2.59486  0.332
H 6.88250 5.50777 -2.38152  0.369
H 6.75378 4.95324 -0.70921  0.294
H 5.86697 3.43448 -3.20791  0.314
H 7.09536 2.92221 -2.05650  0.335
H 4.50818 2.05155 -1.86899  0.450
H 5.46205 2.36576 -0.39641  0.045


No. 3
Formula: H10NaO5
Source: the Open Molecules 2025 dataset
Level of theory: the ωB97M-V functional and the def2-TZVPD basis

Output
Total charge: +1
LUMO in eV: -4.84
2S+1: 1
Highest occupied orbital energy in eV: -14.15
HOMO-LUMO gap in eV: 9.31

Last column: natural (NBO) charge in e.
Positions of all 16 atoms, in Å:
Na -1.50687 0.21428 -0.06441  0.999
O 0.12632 -3.41745 2.84008  -0.951
H -0.39384 -4.22085 2.82594  0.475
H 0.55740 -3.42565 3.69468  0.476
O 0.64995 -2.91657 -3.40990  -0.949
H 0.34368 -3.10950 -4.29601  0.476
H 1.60069 -2.84507 -3.49483  0.474
O 2.78934 1.27628 0.61128  -0.952
H 3.23184 1.82578 1.25818  0.479
H 3.19877 0.41633 0.70660  0.473
O -1.92823 2.50659 -4.19986  -0.948
H -2.06183 2.33417 -5.13187  0.479
H -1.01302 2.77942 -4.13505  0.469
O -1.91038 2.64852 3.94034  -0.954
H -2.41130 3.41724 4.21308  0.479
H -1.27251 2.51649 4.64171  0.475


No. 4
Formula: C3H6S3
Source: the Open Molecules 2025 dataset
Level of theory: the ωB97M-V functional and the def2-TZVPD basis

Output
Structure (SMILES): S[C@H]1[C@H](S)[C@H]1S
Total charge: 0
LUMO in eV: 0.57
2S+1: 1
Highest occupied orbital energy in eV: -9.05
HOMO-LUMO gap in eV: 9.62

Last column: natural (NBO) charge in e.
Positions of all 12 atoms, in Å:
S 1.39432 1.77881 -0.36070  0.008
C 0.13323 0.72020 0.38941  -0.375
C -0.82718 -0.03077 -0.47851  -0.371
S -2.60176 -0.10435 -0.22349  -0.016
C 0.09637 -0.81321 0.38532  -0.356
S 1.35429 -1.85840 -0.41348  -0.019
H 2.47521 1.27398 0.31085  0.134
H -0.40426 1.11055 1.22881  0.233
H -0.72829 -0.03346 -1.59146  0.249
H -2.93000 1.06070 -0.92094  0.139
H -0.37168 -1.39463 1.15898  0.240
H 2.40975 -1.70942 0.51521  0.135


No. 5
Formula: C20H29N3O3S
Source: the Open Molecules 2025 dataset
Level of theory: the ωB97M-V functional and the def2-TZVPD basis

Output
Structure (SMILES): C#C[C@@]1(CCO)C(=O)N[C@H](CCCCN(C)C(C)=O)[C@H]1S.c1ccncc1
Total charge: 0
LUMO in eV: 0.44
2S+1: 1
Highest occupied orbital energy in eV: -9.27
HOMO-LUMO gap in eV: 9.71

Last column: natural (NBO) charge in e.
Positions of all 56 atoms, in Å:
C 1.21987 -1.58836 3.59466  -0.170
C 0.56938 -1.87014 2.63179  -0.034
C -0.22175 -2.21685 1.45809  -0.269
C -1.39847 -3.21855 1.70380  -0.391
C -2.59126 -2.57136 2.39536  -0.074
O -3.59182 -3.57345 2.65326  -0.722
C -0.83531 -0.88161 0.89422  0.762
O -1.07747 0.13121 1.45011  -0.499
N -1.07876 -1.15101 -0.50471  -0.706
C 0.24358 -1.64389 -0.93383  -0.064
C 0.14602 -2.22190 -2.34210  -0.401
C 0.37965 -1.20665 -3.49618  -0.385
C 1.00739 0.13481 -3.06802  -0.430
C 1.13610 1.02556 -4.31556  -0.206
N 2.37070 1.82712 -4.38802  -0.521
C 2.17041 2.96387 -5.29748  -0.416
C 2.76278 2.35797 -3.10132  0.732
C 3.94117 1.64500 -2.43975  -0.717
O 2.24983 3.30838 -2.59652  -0.545
C 0.51722 -2.77437 0.16480  -0.275
S 2.33903 -2.63814 0.54488  -0.052
H 1.88033 -1.49232 4.41551  0.239
H -0.98167 -4.01347 2.32394  0.240
H -1.72200 -3.61658 0.74174  0.202
H -2.28001 -2.18148 3.36954  0.188
H -3.06404 -1.79129 1.79242  0.168
H -4.41982 -3.21533 2.33126  0.471
H -1.76495 -1.88285 -0.64591  0.373
H 1.02868 -0.93247 -0.69531  0.220
H 0.81296 -3.08433 -2.41394  0.217
H -0.87346 -2.60374 -2.45863  0.207
H -0.54176 -1.05457 -4.06122  0.207
H 1.09355 -1.67437 -4.18373  0.202
H 1.96561 -0.10184 -2.60591  0.202
H 0.32896 0.58315 -2.33794  0.225
H 0.24507 1.65639 -4.44487  0.186
H 1.15793 0.35250 -5.18128  0.192
H 1.89280 2.62632 -6.29605  0.203
H 3.10134 3.53282 -5.34857  0.203
H 1.40402 3.65837 -4.92964  0.192
H 3.85484 1.63847 -1.35664  0.234
H 3.92472 0.62124 -2.82156  0.219
H 4.86098 2.09775 -2.81442  0.244
H 0.31682 -3.80014 -0.12717  0.231
H 2.87837 -1.96962 -0.50149  0.120
C -2.24304 3.35574 3.86676  -0.173
C -2.67945 4.00929 5.00801  -0.264
C -2.69683 3.30467 6.20194  0.027
N -2.32078 2.03137 6.31638  -0.421
C -1.90576 1.42057 5.20595  0.027
C -1.84559 2.03214 3.96259  -0.257
H -2.21304 3.87087 2.91457  0.216
H -2.99902 5.04223 4.97459  0.216
H -3.02776 3.77633 7.12111  0.189
H -1.60761 0.38452 5.32905  0.190
H -1.49794 1.48481 3.09716  0.248


No. 6
Formula: C13H44N8O9
Source: the Open Molecules 2025 dataset
Level of theory: the ωB97M-V functional and the def2-TZVPD basis

Output
Structure (SMILES): NC(N)=O.NC(N)=O.NC(N)=O.NC(N)=O.CCO.CCO.CCO.CCO.CO
Total charge: 0
LUMO in eV: -0.33
2S+1: 1
Highest occupied orbital energy in eV: -9.34
HOMO-LUMO gap in eV: 9.01

Last column: Mulliken charge in e.
Positions of all 74 atoms, in Å:
N -1.82722 -1.68392 3.73168  -0.197
C -1.21022 -2.46292 2.87268  0.244
N -2.04522 -3.04392 2.07368  -0.318
O 0.21178 -2.59992 2.81868  -0.642
H -1.36522 -1.11292 4.50468  0.286
H -2.84522 -1.64192 3.73668  0.186
H -1.69822 -3.61492 1.33968  0.167
H -3.01222 -3.21192 2.46368  0.285
N -4.85622 0.23508 0.25168  -0.402
C -4.29322 -0.90492 0.61368  0.518
N -3.04022 -0.76992 0.81168  0.070
O -4.99222 -2.07592 0.59368  -0.831
H -5.86622 0.10508 0.35368  0.272
H -4.39822 1.03808 -0.12432  0.207
H -2.55222 -1.52292 1.33068  -0.118
H -2.60722 0.14708 0.61868  0.109
N 1.19978 4.92208 -2.30232  -0.357
C 1.23178 4.12808 -1.28432  0.293
N 0.43778 3.12208 -1.42132  0.123
O 1.96178 4.36908 -0.19532  -0.737
H 1.79578 5.76908 -2.31032  0.292
H 0.88478 4.63208 -3.26732  0.200
H 0.54278 2.49808 -0.54632  -0.077
H -0.08222 2.70508 -2.23032  0.392
N -0.92122 1.89708 -3.35832  -0.583
C -1.41222 0.74108 -2.94532  0.538
N -0.65722 -0.20392 -3.30232  -0.212
O -2.60922 0.56108 -2.28632  -0.665
H -1.62222 2.63408 -3.14432  0.332
H -0.15722 2.00408 -4.04532  0.261
H -0.70422 -1.05792 -2.80732  0.173
H 0.16478 -0.02092 -3.81032  0.228
C 4.74878 -1.07892 2.63568  -1.413
C 3.30678 -0.50392 2.34368  0.775
O 2.90678 0.33608 3.37768  -0.559
H 5.16178 -1.51392 1.76368  0.388
H 4.68578 -1.80992 3.51368  0.269
H 5.35878 -0.27392 2.90568  0.400
H 2.59278 -1.25492 2.25068  0.207
H 3.29678 0.01308 1.39868  -0.420
H 3.01478 1.20608 2.99368  0.387
C 1.24878 -1.83692 -0.68432  -1.540
C 0.01878 -1.04992 -0.30832  2.169
O -1.09322 -1.77292 -0.80332  -0.560
H 1.42878 -1.81992 -1.73432  0.468
H 1.16678 -2.85392 -0.25232  0.255
H 2.14378 -1.42092 -0.21732  0.060
H 0.03078 -0.00292 -0.70232  -0.487
H 0.00378 -0.97492 0.78868  -0.806
H -1.86922 -1.38992 -0.36132  0.356
C 2.94278 0.99808 -1.78432  -0.038
C 3.65278 1.75508 -2.88632  -0.694
O 3.77178 3.12508 -2.61032  -0.467
H 3.36178 0.03308 -1.62132  0.557
H 1.87478 0.79308 -1.99232  -0.229
H 3.00578 1.55308 -0.85232  0.036
H 3.16878 1.49708 -3.82132  0.254
H 4.70778 1.39708 -2.94032  0.340
H 2.95478 3.51708 -2.85732  0.278
C -0.32222 0.77908 2.81168  -0.513
C 0.29378 2.02908 2.13568  -0.779
O 0.98878 1.75608 0.92768  -0.247
H 0.29878 -0.05092 2.80968  0.185
H -1.13122 0.43108 2.17268  0.110
H -0.75922 1.10708 3.75968  0.381
H 0.91178 2.48608 2.86568  0.511
H -0.50022 2.76108 1.95268  0.312
H 1.90178 1.95008 1.18368  -0.019
C -3.64622 -4.26992 -1.46432  -0.631
O -3.96122 -4.43892 -0.10832  -0.534
H -2.98322 -3.48692 -1.76832  0.158
H -4.58122 -4.33992 -1.97932  0.381
H -3.32622 -5.31992 -1.75132  0.240
H -4.43322 -3.63892 0.17668  0.422